No. 1
Entry from OMol25: a cluster of 8 separate species, C32H40N8 in total (ωB97M-V/def2-TZVPD).

Cartesian coordinates (Å):
N  0.6207  4.2517  -4.0726
C  0.4752  5.5938  -3.9009
C  0.2654  5.8768  -2.4123
C  0.3855  4.4659  -1.8138
C  0.6437  3.5726  -2.9146
H  0.7192  3.7331  -5.0247
H  0.6501  6.3638  -4.7705
H  0.2175  6.8687  -2.0777
H  0.4041  4.2877  -0.7351
H  0.8503  2.5063  -2.7834
N  0.8502  -1.6205  -4.5414
C  2.0786  -1.5383  -3.8315
C  1.7881  -0.7198  -2.5958
C  0.2784  -0.3511  -2.5748
C  -0.2325  -0.9366  -3.9397
H  0.3537  -2.3291  -5.1444
H  2.9246  -2.0197  -3.9400
H  2.6831  -0.6884  -1.9880
H  -0.2277  0.2342  -1.7687
H  -1.3625  -0.7676  -4.2769
N  1.7535  -0.8064  0.7149
C  1.7062  0.5907  0.6344
C  0.2396  1.0131  0.4790
C  -0.6244  -0.2846  0.6151
C  0.4039  -1.3797  0.6788
H  2.5748  -1.1940  0.7783
H  2.7586  1.1130  0.4888
H  -0.1305  1.9780  0.3687
H  -1.7019  -0.6004  0.5523
H  0.3644  -2.3883  0.8848
N  0.4357  4.8984  2.7885
C  0.2291  3.5196  2.9209
C  1.6074  2.8989  3.0213
C  2.6164  4.0958  2.8934
C  1.6900  5.3402  2.6352
H  -0.2918  5.3372  2.5088
H  -0.7672  3.1217  3.1068
H  1.8407  1.9235  2.9442
H  3.6519  4.0530  2.7011
H  1.9365  6.3236  2.4832
N  4.3197  -2.6963  1.5557
C  4.8748  -1.5290  0.9774
C  4.6689  -1.6068  -0.4576
C  3.8568  -2.9548  -0.7363
C  3.7348  -3.5408  0.6130
H  4.3665  -2.6975  2.6282
H  5.3744  -0.9302  1.5809
H  4.9789  -0.9777  -1.2809
H  3.5106  -3.4612  -1.6462
H  3.1546  -4.3940  1.0636
N  -1.0589  -4.6003  2.5644
C  -1.0508  -5.8390  2.1129
C  0.4447  -6.2610  2.0046
C  1.2138  -5.2031  2.7403
C  0.1152  -4.1501  3.1243
H  -1.8022  -3.9678  2.7110
H  -2.1767  -6.1764  1.7375
H  0.9227  -7.2666  1.7438
H  2.1610  -5.1521  2.8929
H  0.1899  -3.1614  3.6727
N  -2.5275  -3.9045  -1.2129
C  -2.7177  -3.2287  -0.0877
C  -4.3395  -3.0514  0.2393
C  -4.9406  -3.9548  -0.7211
C  -3.7985  -4.4928  -1.6370
H  -1.7118  -4.3573  -1.6250
H  -1.8679  -2.6682  0.4969
H  -4.7983  -2.3688  0.9946
H  -5.9827  -4.2763  -0.8113
H  -3.6018  -5.4146  -2.1033
N  -4.0431  4.5631  -0.1202
C  -3.0569  3.6073  0.1604
C  -3.3501  2.8232  1.3461
C  -4.5855  3.4935  1.9377
C  -5.0245  4.6137  0.8729
H  -4.0675  5.0039  -1.0552
H  -2.2195  3.4951  -0.5107
H  -2.9254  1.8782  1.6735
H  -5.2586  3.2355  2.8004
H  -5.6396  5.2327  0.6690

Maximum force in Eh/bohr: 0.324
Total energy in a.u.: -1680.66723
ΔE to the lowest compared entry with this formula, charge and spin in kcal per mole: 439.0
SMILES: c1cc[nH]c1.c1cc[nH]c1.c1cc[nH]c1.c1cc[nH]c1.c1cc[nH]c1.c1cc[nH]c1.c1cc[nH]c1.c1cc[nH]c1
E_LUMO in eV: 0.58
Total charge: 0
Highest occupied orbital energy in eV: -7.46

No. 2
Entry from OMol25: a structure of composition C32H41AsMgN4PSSi2 (ωB97M-V/def2-TZVPD).

Cartesian coordinates (Å):
Mg  0.5973  0.2157  0.6749
C  -2.2454  3.7303  1.4555
C  -1.1757  2.8406  0.8982
N  -0.9450  1.6781  1.4014
N  -1.7927  1.3206  2.3904
C  -1.3925  0.3390  3.1737
N  -2.3695  -0.0957  4.0322
S  0.1597  -0.3484  3.3170
C  -0.4235  3.2516  -0.2966
C  -0.2632  4.5986  -0.6211
C  0.4096  4.9475  -1.7746
C  0.9173  3.9455  -2.5792
C  0.7368  2.6369  -2.1695
N  0.0790  2.2815  -1.0692
H  -2.4127  3.4775  2.4976
H  -1.9937  4.7864  1.3692
H  -3.1814  3.5580  0.9147
H  -3.3218  0.0538  3.7399
H  -2.1625  -0.9487  4.5192
H  -0.6453  5.3684  0.0326
H  0.5435  5.9890  -2.0400
H  1.4450  4.1667  -3.4969
H  1.1450  1.8344  -2.7559
C  -5.6052  -4.8929  -0.0945
C  -4.8094  -4.6598  1.0218
C  -3.7970  -3.7144  0.9665
C  -3.5540  -2.9807  -0.1995
C  -4.3494  -3.2345  -1.3137
C  -5.3648  -4.1845  -1.2620
P  -2.2443  -1.6891  -0.0931
C  -2.2814  -1.0040  -1.8022
C  -3.2650  -0.0522  -2.0845
C  -3.3552  0.5298  -3.3416
C  -2.4475  0.1794  -4.3336
C  -1.4477  -0.7429  -4.0555
C  -1.3635  -1.3322  -2.7982
C  -0.7003  -2.6479  -0.0928
C  -0.6837  -4.0283  -0.3124
C  0.5248  -4.7107  -0.3541
C  1.7032  -3.9981  -0.1964
C  1.6652  -2.6207  -0.0148
C  0.4790  -1.8766  0.0691
H  -6.4068  -5.6205  -0.0527
H  -4.9835  -5.2139  1.9362
H  -3.1654  -3.5479  1.8332
H  -4.1719  -2.6924  -2.2353
H  -5.9682  -4.3761  -2.1419
H  -3.9621  0.2332  -1.3017
H  -4.1260  1.2640  -3.5474
H  -2.5093  0.6361  -5.3145
H  -0.7260  -1.0074  -4.8196
H  -0.5765  -2.0447  -2.5839
H  -1.6087  -4.5738  -0.4551
H  0.5454  -5.7813  -0.5243
H  2.6550  -4.5209  -0.2129
H  2.6146  -2.1004  0.0888
C  2.6966  -1.0748  -2.6033
Si  3.9155  -0.1855  -1.4467
C  4.8670  1.0171  -2.5723
C  5.1924  -1.5326  -1.0710
As  3.0572  1.0790  0.3088
Si  4.4291  0.2959  2.0011
C  6.1610  1.0357  1.7738
C  4.6966  -1.5373  2.3673
C  3.7504  1.0327  3.5998
H  3.1767  -1.2874  -3.5649
H  1.7931  -0.5039  -2.8012
H  2.3699  -2.0214  -2.1626
H  5.4647  0.5013  -3.3329
H  5.5331  1.6390  -1.9660
H  4.1722  1.6947  -3.0839
H  5.6069  -1.9275  -2.0043
H  4.7502  -2.3666  -0.5181
H  6.0176  -1.1361  -0.4698
H  6.6755  0.5784  0.9202
H  6.7902  0.9043  2.6614
H  6.0754  2.1057  1.5658
H  5.1587  -2.0657  1.5300
H  3.7398  -2.0260  2.5823
H  5.3456  -1.6556  3.2420
H  3.4988  2.0869  3.4517
H  4.4602  0.9593  4.4313
H  2.8289  0.5194  3.8874

Maximum force in Eh/bohr: 0.014
Total energy in a.u.: -5217.60973
ΔE to the lowest compared entry with this formula, charge and spin in kcal per mole: 8.3
E_LUMO in eV: 2.50
Total charge: -1
Highest occupied orbital energy in eV: -4.16